1.
C4H4N2O | ωB97M-V/def2-TZVPD

Properties
energy relative to the best compared isomer or geometry (same formula, charge and spin)	11.26	kcal per mole
frontier orbital gap	9.7837	eV
molar mass	96.09	g/mol

CARTESIAN COORDINATES (ANGSTROEM)
O 0.7137 1.3364 2.4090
C 0.2950 1.3148 1.2723
C 0.2273 0.1621 0.3761
C -0.0540 -1.1703 0.5781
N -0.4497 -1.7645 -0.5851
C -0.3979 -0.8144 -1.4930
N -0.0064 0.3663 -0.9712
H -0.1708 2.2100 0.8105
H -0.0391 -1.7112 1.5153
H -0.6888 -0.9139 -2.5300
H 0.2153 1.2048 -1.4874

Force components x, y, z for each atom (eV/Å):
-0.255 -0.154 -0.638
0.226 -0.022 0.533
-0.169 -0.072 0.062
0.034 0.012 0.161
0.089 0.145 -0.055
-0.070 -0.060 -0.099
-0.099 0.006 -0.079
0.224 0.196 0.101
0.002 0.132 -0.139
0.209 -0.083 0.079
-0.192 -0.100 0.074

***

2.
C4H4N2O | ωB97M-V/def2-TZVPD

Properties
energy relative to the best compared isomer or geometry (same formula, charge and spin)	108.88	kcal per mole
frontier orbital gap	9.2333	eV
molar mass	96.09	g/mol

CARTESIAN COORDINATES (ANGSTROEM)
O -1.3742 -0.6973 0.4522
C -0.9201 -0.3642 -0.8471
C 0.0975 -1.2649 -0.9408
C 0.0589 -0.9283 0.5484
N 0.5930 0.4666 0.7040
C -0.0192 1.3763 -0.1471
N -0.8353 1.0123 -1.0900
H 0.9259 -1.2231 -1.6354
H 0.4665 -1.5719 1.3395
H 0.7314 0.7753 1.6592
H 0.2757 2.4192 -0.0430

Force components x, y, z for each atom (eV/Å):
0.067 -0.022 0.171
0.146 -0.061 -0.226
0.059 0.111 -0.202
0.078 -0.211 0.436
0.036 0.045 -0.090
0.050 0.047 -0.111
0.044 -0.012 0.174
-0.064 0.173 0.093
-0.389 0.078 -0.055
0.141 -0.007 -0.221
-0.169 -0.140 0.032

***

3.
C4H4N2O | ωB97M-V/def2-TZVPD

Properties
energy relative to the best compared isomer or geometry (same formula, charge and spin)	61.40	kcal per mole
frontier orbital gap	11.3549	eV
molar mass	96.09	g/mol

CARTESIAN COORDINATES (ANGSTROEM)
H 0.4619 -2.6987 0.2695
N 0.3197 -1.7270 0.5384
C 1.3477 -1.0487 0.2363
N 1.4588 0.3117 0.4829
C 0.7344 1.1437 1.0033
O 0.1902 2.0507 1.4914
H 2.2483 -1.4412 -0.2395
C -1.7014 1.4292 -1.1180
C -1.7021 0.2686 -0.7979
H -1.7116 2.4609 -1.3995
H -1.6461 -0.7493 -0.4668

Force components x, y, z for each atom (eV/Å):
0.007 0.027 0.030
0.367 0.105 -0.101
-0.198 -0.171 0.062
-0.275 0.372 0.203
-0.073 0.395 0.199
0.408 -0.782 -0.372
-0.136 -0.015 0.052
-0.051 -0.529 0.087
0.001 0.559 -0.129
-0.005 -0.226 0.057
-0.045 0.264 -0.087

***

4.
C4H4N2O | ωB97M-V/def2-TZVPD

Properties
energy relative to the best compared isomer or geometry (same formula, charge and spin)	171.31	kcal per mole
frontier orbital gap	8.6776	eV
molar mass	96.09	g/mol

CARTESIAN COORDINATES (ANGSTROEM)
C -1.0347 0.2544 0.4288
C -0.5694 -0.9482 0.7727
C 0.6328 -1.6888 0.6434
C 0.9868 0.2795 -0.4320
N 0.0140 1.0698 0.1575
N -0.5321 -2.3776 0.3880
O 2.1497 0.9429 -0.2981
H -2.0375 0.5722 0.3819
H 0.2666 2.0837 0.3560
H -0.6731 -2.7226 -0.5674
H 2.8819 0.4132 -0.6491

Force components x, y, z for each atom (eV/Å):
-0.775 -0.023 1.707
-1.188 -2.730 -1.191
1.584 0.288 0.329
1.033 1.617 0.217
2.533 0.962 -1.391
-0.555 1.483 0.181
0.185 -0.336 0.001
-0.972 0.263 -0.262
-1.006 -1.731 -0.029
-0.395 0.131 0.499
-0.443 0.074 -0.062

***

5.
C4H4N2O | ωB97M-V/def2-TZVPD

Properties
energy relative to the best compared isomer or geometry (same formula, charge and spin)	39.90	kcal per mole
frontier orbital gap	9.0983	eV
molar mass	96.09	g/mol

CARTESIAN COORDINATES (ANGSTROEM)
H 3.2408 0.9634 -0.1845
N 2.9628 0.0076 -0.1083
C 1.6989 -0.0235 -0.0239
N 1.1019 -1.2576 0.1141
C -0.1645 -1.4361 0.0183
C -1.0209 -0.3032 -0.1677
C -0.4279 0.9107 0.0343
O 0.8797 1.1032 0.1063
H -0.6881 -2.3418 0.1120
H -2.0134 -0.5353 -0.2405
H -0.8425 1.9173 0.1132

Force components x, y, z for each atom (eV/Å):
0.572 0.933 -0.037
-0.990 0.327 -0.293
0.586 -1.249 0.708
-0.245 -1.827 0.078
0.974 2.893 -0.458
2.501 1.459 0.792
-1.562 0.115 -0.745
1.301 -0.740 0.005
0.200 -1.677 0.227
-2.553 0.386 -0.190
-0.783 -0.620 -0.087

***

6.
C4H4N2O | ωB97M-V/def2-TZVPD

Properties
energy relative to the best compared isomer or geometry (same formula, charge and spin)	86.20	kcal per mole
frontier orbital gap	9.4409	eV
molar mass	96.09	g/mol

CARTESIAN COORDINATES (ANGSTROEM)
N -3.3947 -0.6516 0.1163
C -2.3082 -0.2599 -0.0381
C -0.9253 0.0222 0.0236
C 0.0656 -0.8751 0.0164
C 1.3133 -0.0342 -0.2155
N 0.9263 1.3199 -0.0049
O -0.5330 1.3024 0.0378
H -0.0940 -1.9665 0.1257
H 2.2323 -0.4911 0.3846
H 1.6246 0.0524 -1.3767
H 1.0930 1.5815 0.9307

Force components x, y, z for each atom (eV/Å):
1.696 0.817 -0.632
-2.422 -0.949 1.169
0.976 -0.932 0.011
-0.400 -0.026 -0.256
2.672 -2.559 -2.383
-0.944 0.768 0.599
-0.385 1.123 -0.824
0.476 1.030 -0.363
-1.762 1.610 -1.095
-0.452 -1.377 2.320
0.546 0.494 1.453

***

7.
C4H4N2O | ωB97M-V/def2-TZVPD

Properties
energy relative to the best compared isomer or geometry (same formula, charge and spin)	67.28	kcal per mole
frontier orbital gap	9.6116	eV
molar mass	96.09	g/mol

CARTESIAN COORDINATES (ANGSTROEM)
H 0.5397 -2.3118 0.1285
N 0.5001 -1.2975 0.1072
C -0.3896 -0.8459 -0.7156
C -0.7356 0.5121 -0.9539
C -0.3219 1.6685 -0.3665
O -0.2295 2.8271 -0.3396
H -0.9593 -1.5460 -1.3359
H -1.4454 0.7144 -1.7494
C 0.9719 -0.0255 1.6039
N 0.5406 1.0538 1.4431
H 1.5290 -0.7493 2.1783

Force components x, y, z for each atom (eV/Å):
-0.016 0.037 0.000
-0.261 0.043 -0.246
0.176 -0.008 0.192
0.002 0.021 0.068
0.078 0.817 -0.053
-0.078 -0.923 0.029
0.125 0.074 0.115
0.063 -0.036 0.072
-0.097 0.389 0.066
0.162 -0.580 -0.066
-0.154 0.166 -0.177

***

8.
C4H4N2O | ωB97M-V/def2-TZVPD

Properties
energy relative to the best compared isomer or geometry (same formula, charge and spin)	127.05	kcal per mole
frontier orbital gap	8.4167	eV
molar mass	96.09	g/mol

CARTESIAN COORDINATES (ANGSTROEM)
C -1.6587 0.6324 0.0900
C 2.8436 0.4663 -0.0226
C -2.3811 0.3624 -0.9544
C 3.2737 -0.7927 -0.1115
N 0.9378 1.8056 -0.1080
N 1.7162 0.9865 -0.0420
O -1.1990 0.6368 1.1595
H -1.7340 -0.1693 -1.5682
H -3.3653 0.8859 -1.3502
H 2.7798 -1.8012 -0.1597
H 4.3663 -0.7972 -0.0264

Force components x, y, z for each atom (eV/Å):
-1.373 -0.176 2.577
3.188 -3.240 0.065
-2.415 2.003 -1.130
0.943 0.035 0.470
-0.348 -0.524 -0.020
-3.241 3.148 -0.403
0.398 0.378 -0.599
0.537 -1.177 -1.876
2.571 -1.167 1.188
0.031 1.396 -0.071
-0.291 -0.675 -0.201

***

9.
C4H4N2O | ωB97M-V/def2-TZVPD

Properties
energy relative to the best compared isomer or geometry (same formula, charge and spin)	92.61	kcal per mole
frontier orbital gap	9.9973	eV
molar mass	96.09	g/mol

CARTESIAN COORDINATES (ANGSTROEM)
N -3.8298 0.3879 0.5013
C -2.8660 0.1062 -0.0243
N -1.7736 -0.2033 -0.6292
C -0.6251 0.6537 -0.3883
C 0.3556 -0.2345 0.3533
C -0.1103 -1.4689 0.2544
O -1.3453 -1.5710 -0.2533
H -1.0020 1.5266 0.2975
H -0.1937 1.1601 -1.3337
H 1.3610 0.0623 0.7332
H 0.0724 -2.5525 0.6220

Force components x, y, z for each atom (eV/Å):
-2.244 0.705 1.079
-0.520 -0.232 0.511
3.093 -1.636 -1.531
0.595 3.264 0.756
1.421 -0.021 -0.298
-0.171 -2.082 1.590
-1.752 0.383 -1.222
0.822 -1.364 -1.230
-0.732 -1.090 1.276
-1.238 -0.221 -0.425
0.727 2.295 -0.507

***

10.
C4H4N2O2 | ωB97M-V/def2-TZVPD

Properties
energy relative to the best compared isomer or geometry (same formula, charge and spin)	100.55	kcal per mole
frontier orbital gap	9.6240	eV
molar mass	112.09	g/mol

CARTESIAN COORDINATES (ANGSTROEM)
H 0.4911 3.0598 0.5826
N -0.2312 2.6263 -0.0059
C 0.1060 1.2767 0.2094
N -1.0158 0.3977 -0.0127
C -0.6852 -0.9377 -0.5595
O -1.3998 -1.6989 -1.1408
C 0.9302 -1.0691 -0.1552
O 0.9863 -0.9709 1.2292
C 1.2896 0.3085 0.4159
H -1.9841 0.7032 -0.6722
H 1.4764 -1.7611 -0.7495
H 2.2104 0.7184 0.7993

Force components x, y, z for each atom (eV/Å):
0.265 0.810 -0.788
2.866 -5.815 2.530
-4.550 2.237 -1.968
-2.789 -1.199 -4.285
2.563 2.043 1.230
0.416 0.651 0.525
-2.861 1.926 0.062
0.255 1.535 -0.615
-1.313 -1.241 1.133
3.808 -0.317 3.032
0.900 -0.402 -0.057
0.440 -0.228 -0.800

***

11.
C4H4N2O2 | ωB97M-V/def2-TZVPD

Properties
energy relative to the best compared isomer or geometry (same formula, charge and spin)	112.73	kcal per mole
frontier orbital gap	8.7669	eV
molar mass	112.09	g/mol

CARTESIAN COORDINATES (ANGSTROEM)
C -0.9954 -0.1823 -0.1216
C -0.8886 1.1446 0.1121
C 1.0049 0.2391 -0.2524
C 2.5577 0.0364 -0.1860
H -3.0686 -0.7374 -0.5851
H -1.9774 -1.9560 0.8871
H -1.7603 1.8526 0.6798
H 3.1493 1.0350 -0.4639
N -1.9600 -1.1424 0.0018
N 0.4431 1.4076 -0.0036
O 3.2889 -0.8934 0.2390
O 0.2063 -0.8037 -0.3072

Force components x, y, z for each atom (eV/Å):
-1.839 -2.761 1.669
-2.226 0.972 1.723
3.813 1.279 0.781
2.754 0.460 0.955
4.571 -2.150 3.152
-0.119 3.701 -3.598
2.873 -2.018 -2.248
-1.544 -1.685 0.329
-5.826 -1.083 -0.370
1.666 -0.428 -0.498
-3.636 2.419 -1.599
-0.486 1.293 -0.295

***

12.
C4H4N2O2 | ωB97M-V/def2-TZVPD

Properties
energy relative to the best compared isomer or geometry (same formula, charge and spin)	166.33	kcal per mole
frontier orbital gap	8.6257	eV
molar mass	112.09	g/mol

CARTESIAN COORDINATES (ANGSTROEM)
C -1.3084 -0.4136 -0.0634
C 0.7742 0.6514 -0.3612
C 1.8116 -0.1977 0.1432
C 0.0562 -0.5759 -0.3618
H -3.1285 -0.9146 0.0254
H -0.4178 2.3164 -0.5343
H 2.0553 -0.2444 1.2600
H 2.9503 -0.3557 -0.3341
N -2.2357 -1.2291 0.0368
N -0.1425 1.5365 0.1323
O -1.4340 0.8366 0.0730
O 1.0193 -1.4101 -0.0160

Force components x, y, z for each atom (eV/Å):
-0.477 -2.755 -0.173
-3.370 -2.863 -1.126
6.461 -2.562 2.302
2.800 2.411 -0.634
-3.207 1.563 0.563
0.894 -0.886 1.163
-0.656 0.871 -1.349
-3.187 0.676 0.648
2.226 -3.538 -0.695
-1.546 3.171 -0.975
-0.973 5.530 0.703
1.034 -1.617 -0.427